Record 1
C39H45AgCl2N4O3S | ωB97M-V with the def2-TZVPD basis set

Properties
Largest force on an atom = 0.544 eV/A
Net charge = -2
Total energy = -3423.5707 hartree

Last column: Mulliken charge in e.
Atoms and positions in Å:
C 2.8889 1.3882 -1.4419  -0.57
C 0.2489 -0.3891 -3.2997  -0.14
C -4.9330 0.1404 -1.1665  -1.42
H -2.5650 -4.5503 -0.5448  0.39
H -0.2467 -3.1514 2.8127  0.30
C 1.7511 4.2526 -2.8514  -1.65
C -1.6560 -1.4580 -2.5776  0.36
C -5.3294 -0.1862 0.2707  0.77
H -5.6888 0.9744 2.1014  0.36
H 0.2499 -4.5548 1.8771  0.33
N -0.5875 -0.6982 -2.3089  0.46
H -5.6775 0.8305 -1.5796  0.52
H -6.2186 1.7653 0.6068  0.43
C 1.7058 3.6237 -1.4540  1.23
H 3.0584 -1.1913 -1.7066  -0.20
C -5.4445 1.1307 1.0493  -1.29
C 4.7955 -1.6613 -0.5717  -1.55
C 4.0945 -0.8554 -1.6670  0.87
H -1.1962 -0.4113 4.9693  0.37
Cl -2.5430 3.7907 2.9121  -0.31
C -1.3667 1.6510 1.7250  1.81
H 4.2414 -1.5936 0.3649  0.25
C 1.4832 0.4413 -2.9979  -0.68
C -0.6485 -0.3406 2.8941  0.29
H 5.7914 -0.7942 -3.0267  0.30
O 2.2255 0.7284 -3.9609  -0.87
C -2.7781 -2.8611 1.5423  0.81
C 4.0772 0.6337 -1.3726  0.52
C -1.8123 1.4348 4.0728  -0.53
C -0.7549 0.4265 1.7633  -1.41
H -2.4690 -5.5517 0.9168  0.32
C -2.6197 -1.9115 -1.4830  -0.77
H 0.5459 5.1852 -0.5192  0.41
O -3.4947 -2.7404 -1.8420  -0.88
H -4.5024 1.6731 0.9950  0.16
Ag 0.0763 0.2321 -0.0491  -0.17
H -6.3360 -0.6222 0.2165  0.32
Cl 1.5519 -1.4664 0.7950  -0.68
H 1.4917 4.2204 0.6116  0.23
H -4.9103 -0.7544 -1.7861  0.27
H 4.7146 -2.1801 -3.2733  0.44
H 4.2131 -0.5600 -3.8058  0.39
S -1.3051 2.2693 0.0891  -0.49
C -3.4654 -3.2562 2.6775  -0.53
C -5.1668 -1.6565 2.2263  -0.87
C -3.2806 -1.8116 0.7288  -0.01
C -1.8652 2.1822 2.9030  0.19
C -1.2216 0.1779 4.0605  -0.85
H -6.1213 -1.2045 2.4820  0.40
N 3.7573 1.1933 2.0516  -0.14
H -1.2273 -1.9499 -5.9000  0.36
H 0.7894 -0.5219 -5.3465  0.49
H -1.1246 -4.6852 2.9765  0.36
H 6.2773 3.1385 -0.6808  0.31
H 4.3637 0.8381 2.7663  0.18
H 0.8508 2.9528 -1.4218  -0.52
H 3.9007 0.8922 1.0961  -0.01
H 1.8987 3.4815 -3.6100  0.39
H -5.1849 -2.9482 3.9395  0.35
C -0.6192 -4.0214 2.2704  -1.33
C 4.7438 -1.1137 -3.0312  -1.69
C -1.5276 -3.6079 1.1134  1.36
H 3.1906 2.2765 4.3600  0.44
N -2.4635 -1.3522 -0.3139  1.08
H 2.2934 5.4439 -0.4025  0.36
C 0.0596 -0.8159 -4.6065  -0.55
C 5.3316 2.6494 -0.8868  -1.64
C 2.2835 1.9994 3.8206  -1.49
H 5.8211 -1.3165 -0.4091  0.27
C -1.0472 -1.5945 -4.8911  -0.63
H 1.5441 2.7938 3.8913  0.26
H -3.0715 -4.0571 3.2924  0.19
C -1.9233 -4.8393 0.2877  -1.71
H -0.1403 -1.2930 2.8913  0.32
H 0.8189 4.7833 -3.0653  0.41
H 4.1976 4.4617 -0.8259  0.27
C 5.2794 1.2816 -1.0971  -0.21
C 1.5056 4.6837 -0.3741  -1.62
H -0.9538 -2.9353 0.4731  -0.49
H -1.0337 -5.3396 -0.1076  0.41
C -4.5202 -1.2249 1.0648  0.39
N 1.6607 0.7562 -1.7292  2.38
C 2.9433 2.7794 -1.2466  1.19
H -2.2426 1.8393 4.9799  0.40
C 2.5464 1.7200 2.3569  0.59
C 4.1607 3.3868 -0.9669  -0.40
C -1.9134 -1.9221 -3.8661  -0.63
O 1.7110 1.9498 1.5061  0.25
H 2.5777 4.9674 -2.9244  0.32
H 6.1967 0.7031 -1.0592  0.26
H 4.8407 -2.7164 -0.8548  0.47
H -3.9612 0.6255 -1.2086  0.05
H -2.7888 -2.5398 -4.0040  0.51
C -4.6568 -2.6449 3.0421  -1.43
H 1.8551 1.1025 4.2732  0.30

Forces on atoms 1 to 6 (eV/Å):
C 0.068 0.000 -0.060
C -0.047 0.095 0.066
C -0.020 -0.138 0.018
H -0.014 -0.003 -0.007
H -0.049 -0.176 0.006
C -0.022 -0.054 -0.005

***

Record 2
C39H45BFN5O6PtS | ωB97M-V with the def2-TZVPD basis set

Properties
Multiplicity = 3
Largest force on an atom = 3.301 eV/A
Net charge = 0
Total energy = -2880.4446 hartree

Last column: Mulliken charge in e.
Atoms and positions in Å:
H 5.6847 1.7769 1.1787  0.55
H 3.3911 -5.8283 1.7158  0.39
C 3.4053 -2.2086 0.0065  0.14
H 9.5101 1.1680 1.2033  0.90
C -0.4596 -4.1894 -0.2096  0.47
O -3.7075 -2.9084 -0.2529  -0.68
H -0.1355 7.6084 -0.5044  0.44
O 0.0196 -1.1950 -0.7840  -1.22
C -0.4933 2.4823 0.3027  0.51
H 0.2049 5.6844 -1.6825  0.38
C -5.5765 -4.2522 -0.3498  0.59
H -7.7945 -0.9569 0.4951  0.46
C 1.9889 -4.1685 -0.0108  -0.32
H 1.4298 5.3163 2.7490  0.33
H 4.9532 -6.4166 0.9088  0.24
H -8.3750 0.6519 0.2757  0.42
H -1.7613 6.5466 1.1385  0.38
O -0.6149 -5.3985 -0.0930  -0.74
H 8.1732 0.6118 2.0335  0.84
H 4.6841 -3.7282 2.4023  0.25
Pt -2.1249 -1.5256 -0.3149  0.55
N 6.1664 0.2980 -0.1809  0.57
H 5.0800 -4.5118 -0.5540  0.32
O -1.3027 1.2994 -1.4667  -0.74
H 8.2423 2.3643 -0.3802  0.18
N -6.3812 0.3504 -0.1933  0.04
C 7.7591 2.0170 0.5394  -1.97
H -4.5783 -7.4937 -0.3719  0.41
C 7.3376 -0.4399 -0.6977  -0.90
C 0.3641 6.1611 1.0431  2.35
C 8.5679 -0.4075 0.2427  -1.44
C -0.0121 4.7814 -1.1000  0.00
C 4.8961 -0.2180 -0.2914  -1.35
H 1.5869 7.1711 -0.4800  0.45
C -0.3778 3.6197 -1.7929  -1.71
H 5.5181 -2.1450 0.4628  0.57
H 2.4421 5.6859 1.3824  0.40
H 8.5058 -1.2018 0.9741  0.65
H -8.4491 0.2481 -2.2437  0.35
O -1.4975 -3.4187 -0.4772  -0.48
H -0.4864 3.6414 -2.8875  0.42
H -8.5675 -5.8710 -0.3190  0.36
H 7.6084 -0.0941 -1.7040  0.40
H -6.9911 2.0488 -2.2864  0.29
H -7.0736 -7.8451 -0.4170  0.33
C 2.2368 -1.4470 -0.2922  0.25
C 0.1067 4.8198 0.2661  0.21
C -7.7901 -0.1367 -0.1996  -0.73
O -0.9136 1.2656 0.8021  -0.62
H 2.0213 -5.2849 -0.0055  0.62
C 0.9355 -2.0193 -0.3565  1.61
H 7.7913 2.8171 1.2830  0.64
H -3.6311 -5.2023 -0.3692  0.46
H -9.2219 -1.1381 -1.4314  0.35
C 6.3258 1.6630 0.2761  -0.22
H 0.9157 8.2308 0.7075  0.47
C 2.4907 -0.0825 -0.5950  -0.43
F 3.6931 1.8643 -0.7598  -0.33
N 3.2673 -3.5933 0.1770  0.33
H -5.9721 3.3627 -1.7243  0.40
H -0.7804 7.5452 2.2282  0.43
H -5.2254 1.8683 -2.2690  0.21
H 5.9615 2.3847 -0.4808  0.29
C 0.7036 7.3317 0.1228  -2.22
H -6.9900 2.2647 0.2289  0.37
C -0.7312 2.5082 -1.0762  0.84
C -5.4161 -0.5673 -0.2860  0.60
H 9.5257 -0.4352 -0.3027  0.32
C -5.2469 -6.6370 -0.3939  -0.56
C -6.9697 -4.4357 -0.2876  -0.26
H 0.0997 3.5638 2.0723  0.39
C -0.8967 6.5389 1.8082  -1.71
H 7.0125 -1.4616 -0.8126  0.35
C 1.5738 6.0258 1.9456  -1.78
N -5.7541 -1.8410 -0.2423  -0.22
C 4.3592 -5.5892 1.2466  -0.83
C -4.9514 -2.9135 -0.2847  0.31
H -1.1591 5.8431 2.6097  0.35
C -6.1710 1.8101 -0.3196  -0.89
C 0.8393 -3.4380 -0.1701  -0.44
C -6.0849 2.2924 -1.7450  -0.91
H -7.5602 -1.2631 -1.9933  0.27
H -7.6578 -3.5537 -0.2450  0.19
C 5.1147 -4.3939 1.6411  -0.50
H 1.8551 6.9956 2.4030  0.44
B -1.5789 0.5482 -0.2687  1.32
C 4.3900 -4.4217 0.3071  -0.33
C -4.7115 -5.3507 -0.3748  -0.51
C 3.7235 0.5147 -0.5515  0.12
H -5.2663 2.0502 0.2383  0.54
C -8.2902 -0.5899 -1.5511  -1.08
C -6.6236 -6.8340 -0.4137  -0.47
H 6.1935 -4.4288 1.5511  0.33
S -3.5992 0.1674 -0.0533  -0.24
N 8.5532 0.8565 1.0848  -0.48
H 1.6449 0.5414 -0.8907  0.56
C 4.6486 -1.5948 0.0487  -0.58
C -7.4765 -5.7298 -0.3007  -0.49
C -0.0725 3.5984 0.9904  -1.07

Forces on atoms 1 to 6 (eV/Å):
H 0.543 0.070 -0.435
H 0.751 0.100 -0.118
C -0.830 -0.136 -0.321
H 1.273 0.388 0.396
C -2.402 0.774 -0.963
O -1.834 -0.429 0.035

***

Record 3
C39H45Cl3KN5O3P | ωB97M-V with the def2-TZVPD basis set

Properties
Largest force on an atom = 0.271 eV/A
Net charge = -1
Total energy = -4334.6933 hartree
ΔE to the lowest compared entry with this formula, charge and spin = 15.4 kcal per mole

Last column: Mulliken charge in e.
Atoms and positions in Å:
H -1.6803 -1.0678 -7.0112  0.37
C -4.4627 5.6446 -1.0519  -0.80
C 4.6201 -2.4929 -1.0584  -0.83
C 2.8386 0.4023 3.5588  -0.64
C 4.1897 0.1920 3.7999  -0.67
H 1.0622 -1.0170 -0.8732  0.18
C 2.3302 1.6912 3.3853  0.39
H 1.9517 -0.5020 -3.5626  0.34
H -1.3134 -6.1053 -1.0215  0.37
C 2.9393 0.7801 -0.1292  0.41
C 3.2235 2.7621 3.4607  -0.50
C -3.5422 3.9102 0.8720  0.74
N 0.3928 -3.6488 1.6077  -0.31
C 0.2594 3.5921 3.6730  -1.49
C -1.5808 -1.1917 -5.9405  -1.01
O -2.7187 2.4558 -0.8167  -0.31
H 0.6739 4.3628 3.0227  0.38
H 5.6159 -2.9160 -1.1061  0.36
H -2.6488 -5.8164 1.0646  0.36
C -1.3008 -1.4968 -3.1020  -0.42
C -1.6306 -5.1182 -0.7025  -1.12
H -0.6996 -4.1337 -2.3644  0.50
N 2.5028 -2.7780 2.0290  -0.41
H 3.6594 -4.2612 -1.8136  0.41
C -2.3738 -4.9628 0.4583  -0.85
H 4.5542 -0.8199 3.9393  0.43
C 2.0723 -1.3992 -0.9381  1.20
N -1.2000 -1.5765 -1.7509  2.10
C -0.7895 -0.3311 -5.1914  -0.10
H 6.1203 1.1028 4.0648  0.37
C -3.8267 -0.6803 -0.4965  -0.91
H 3.7919 2.6437 0.4399  0.40
C 3.5207 -3.2494 -1.4525  -0.85
C -0.6412 -0.4561 -3.8203  -0.03
H 1.6683 0.9313 -4.5706  0.43
H -0.2699 0.4807 -5.6913  0.27
H 5.2462 3.4024 3.7569  0.37
C 3.1692 -0.6299 -0.5584  0.19
H -1.4115 1.8603 -2.7774  0.51
H -3.3706 -3.5653 1.7285  0.37
K -0.8734 0.7345 -0.2406  0.95
C -3.8169 4.4805 -1.4119  0.68
H 2.8815 -3.5836 1.5554  0.32
H -1.2909 1.0909 4.2657  0.39
C 4.1321 1.6365 0.2181  -1.90
C 1.5536 0.5123 -3.5572  -1.32
C -2.7762 -3.6822 0.8316  -0.01
H 0.2126 2.5132 -2.5155  0.16
C 1.1431 -2.5453 1.8506  0.44
H 1.3749 -3.2629 -1.6922  0.27
H -2.6893 -3.1243 -3.3974  0.36
H -0.5687 -3.4861 1.3354  0.05
H 0.8184 -4.4732 1.2225  0.32
H 4.6443 1.2344 1.0966  0.27
O 1.8200 1.2406 -0.0649  -0.26
C 5.0674 1.2661 3.8714  -0.56
N 0.1744 0.4999 -3.1007  1.40
H 5.3091 -0.6053 -0.3294  0.43
H 3.0526 -1.9472 1.8719  -0.05
H 4.8427 1.6587 -0.6111  0.49
H -4.3235 5.2874 2.3116  0.40
H -2.9129 -2.8747 -5.7997  0.39
H -3.9476 0.3851 -0.2958  0.31
H 2.1657 -0.4424 3.4904  0.33
H -4.8203 6.3205 -1.8167  0.42
H -2.5429 -1.4508 2.5055  0.33
H 0.6717 3.7029 4.6788  0.41
H -4.2570 -1.6066 2.0356  0.33
Cl -2.9627 2.8205 2.1066  -0.23
H -0.8191 3.7438 3.7049  0.39
H -4.8046 -1.1797 -0.4203  0.27
C -1.2807 -4.0068 -1.4580  -0.59
H -0.3868 2.2714 -4.1641  0.34
C -2.1268 -2.3429 -3.8923  -0.76
Cl -3.5857 4.1323 -3.1027  -0.24
Cl -5.4640 7.4142 0.7558  -0.28
C -3.3091 -1.0873 1.8183  -1.25
C -3.3053 3.5203 -0.4824  -1.21
H -3.4496 -0.7891 -1.5108  0.07
C 4.5758 2.5530 3.7019  -0.57
H 2.1555 1.1229 -2.8778  0.22
H 0.1751 1.1094 5.2780  0.39
C 2.2466 -2.6973 -1.3898  -0.85
C -1.6455 -2.6945 -1.0945  0.04
C -2.2589 -2.1971 -5.2613  -0.86
C -4.1850 5.0682 1.2619  -0.78
O 0.6675 -1.4246 1.9768  -0.24
C -0.2172 0.8910 4.2825  -1.16
H -0.0701 -0.1627 4.0484  0.22
H -3.4691 -0.0239 2.0020  0.13
H 2.8684 3.7767 3.3271  0.30
C -4.6469 5.9374 0.2898  0.47
N -2.8652 -1.2528 0.4505  1.32
C -0.3859 1.8485 -3.1471  -1.27
C 4.4445 -1.1888 -0.6222  -0.23
P 0.5578 1.9181 2.9662  1.19
C -2.4392 -2.5573 0.0842  -1.39

Forces on atoms 1 to 6 (eV/Å):
H 0.002 0.003 0.001
C 0.011 -0.021 -0.053
C 0.003 -0.112 -0.035
C 0.054 -0.043 -0.009
C -0.036 -0.044 0.001
H 0.064 0.093 -0.189

***

Record 4
C39H45F40NO10 | ωB97M-V with the def2-TZVPD basis set

Properties
SMILES string = C=CC(=O)OCCCCCCOC(=O)OCCCCN.FC(F)C(F)(F)COC(F)(F)C(F)F.FC(F)C(F)(F)COC(F)(F)C(F)F.FC(F)C(F)(F)COC(F)(F)C(F)F.FC(F)C(F)(F)COC(F)(F)C(F)F.FC(F)C(F)(F)COC(F)(F)C(F)F
Largest force on an atom = 2.208 eV/A
Net charge = 0
Total energy = -6314.7428 hartree

Last column: Mulliken charge in e.
Atoms and positions in Å:
F 14.8611 5.3709 8.1419  -0.23
C 8.4016 1.3235 1.4095  0.81
H 1.7149 1.4217 1.1490  0.45
H -0.4041 1.5895 -0.9211  0.28
C 2.1398 1.3546 -0.9584  -0.86
O -1.9106 1.3773 2.5034  -0.56
C 8.6826 0.0054 2.1561  -0.67
C -11.7035 0.0389 -5.9865  0.20
H 13.5983 1.8929 6.4583  0.29
H 1.8544 -2.5692 0.6635  0.31
F -6.0674 -6.7436 -11.3983  -0.30
F 12.5282 3.7225 8.2396  -0.28
H -4.7024 -2.7315 -1.2268  0.31
H -9.0259 -2.6939 -4.8639  0.42
F -10.7760 0.9387 -5.6145  -0.21
F 10.9270 -0.7918 4.5478  -0.30
H -0.6623 2.6043 0.4587  0.49
H -3.7260 -1.3218 -0.9808  0.24
H -4.4828 -1.0822 -3.0735  0.22
H -5.8654 -0.0432 1.7202  0.28
C -6.5777 -6.7597 -10.1487  0.80
C -7.3400 3.8275 5.6124  0.10
H -5.9242 -3.9703 -8.6060  0.42
C 15.2519 2.7571 10.3417  0.21
H 4.8626 1.1629 0.3843  0.20
H -5.1421 0.7814 0.3662  0.09
H 4.6941 1.4415 -1.3206  0.37
F 9.0220 2.9690 -0.1492  -0.27
H -6.6781 5.8565 2.9303  0.40
C -8.8354 2.2484 1.9707  0.16
H 14.7900 1.9342 10.8911  0.24
F -8.9287 4.9720 4.2825  -0.27
F 16.4153 3.2058 8.3028  -0.29
C -6.6408 -6.4258 -6.3250  0.01
H 5.3172 -0.6945 -1.9847  0.46
C 4.7596 -2.6344 -0.5151  0.80
F -8.6080 -7.3412 -9.0567  -0.22
F 16.3500 3.1799 11.0087  -0.26
O 5.4341 -1.5527 -0.0453  -0.28
H -11.9196 0.1745 -7.0482  0.23
H 9.2315 -0.7004 1.5330  0.37
F -7.2611 6.0870 5.1327  -0.33
O 4.8802 -3.1050 -1.6258  -0.49
F -8.1252 4.0662 6.6888  -0.28
F -6.5643 2.2732 2.7398  -0.27
H 7.7013 -0.4413 2.3095  0.38
C -6.8941 -5.1952 -7.2011  1.11
H -6.2951 3.8562 5.9337  0.29
F 13.0437 6.1901 7.2662  -0.26
F -6.6912 -1.1924 -5.3186  -0.29
C 13.9872 5.2282 7.1290  0.08
C -7.4363 2.8654 1.8988  0.89
C -3.8037 -0.4496 1.4748  -0.83
O 9.2263 0.0731 3.4691  -0.40
H -9.4626 2.6429 1.1687  0.24
H 1.4351 0.9598 -1.6841  0.49
C -6.8195 4.8210 3.2343  -0.72
C -6.0549 -5.0445 -8.4845  -0.83
O -7.4462 4.2273 2.1024  -0.41
H 14.5079 5.3881 6.1807  0.30
F -7.3192 0.7152 -3.4924  -0.28
F 10.6394 2.0372 0.9726  -0.22
C -0.1585 1.7012 0.1317  -0.54
C 14.2039 2.6140 7.0021  -0.61
C 15.6630 2.2904 8.9409  0.76
F -5.7383 -7.4922 -9.3933  -0.29
O -6.6273 -5.4499 -9.7212  -0.39
C 4.5843 0.6855 -0.5465  -0.41
C 5.5077 -0.4402 -0.9477  -0.99
H 2.6628 2.1616 -1.4553  0.45
F -8.7309 0.9044 1.8407  -0.24
H -6.6094 -0.9330 -0.4747  0.29
H -8.2435 -2.4911 -6.3930  0.12
C 1.3435 1.9021 0.2553  -0.99
F -6.8882 -7.5738 -6.9788  -0.23
F -6.5935 -4.1159 -6.4198  -0.33
F -8.1558 0.2554 -6.0234  -0.31
C 10.9428 1.5200 4.3533  0.31
H 10.4879 1.5878 5.3439  0.26
F 16.4340 1.1926 9.1010  -0.30
C -5.1882 -0.1696 0.8814  0.17
H -5.8179 4.4210 3.3900  0.34
C -8.8524 -1.9712 -5.6609  -0.54
O -10.0508 -1.6792 -6.3744  -0.44
H -8.5727 -6.8671 -10.9866  0.24
C -8.1448 -0.3377 -3.7306  0.19
C -5.6890 -1.2911 -0.0155  -1.15
C 3.1135 0.2266 -0.5798  -0.36
F 10.5285 2.5685 3.6225  -0.28
F -9.3978 0.0862 -3.4634  -0.26
F -12.8263 0.2740 -5.2681  -0.27
H -3.6025 -1.5153 1.4393  0.32
F -9.4225 2.5097 3.1502  -0.23
F -12.1696 -2.2191 -6.2391  -0.30
C -7.9715 -7.3908 -10.2405  0.21
F -7.6301 2.5912 5.1650  -0.21
C 3.8515 -3.3547 0.4340  -0.43
H -5.5256 -0.1745 -2.2717  0.16
C 13.3039 3.8572 7.1431  0.92
C -4.7466 -1.6479 -1.1618  -0.41
C -7.6088 4.9025 4.5542  0.86
F 8.1295 2.2945 2.3041  -0.28
C 9.4460 1.8048 0.3977  0.08
C 10.5804 0.1894 3.6871  0.71
H 4.3430 -3.9114 1.2265  0.36
F 12.2893 1.6149 4.4778  -0.28
H -3.8269 -0.1564 2.5162  0.52
C -7.9857 -0.7918 -5.1839  0.89
H 15.0656 2.8120 6.3652  0.39
H -5.6091 -6.4342 -5.9622  0.30
F -8.2042 -5.0966 -7.5104  -0.29
O 14.5792 1.9093 8.1814  -0.41
O -0.5925 0.5430 0.8638  -0.24
C 2.4725 -3.3951 0.3364  -0.71
N -5.2798 -1.1456 -2.4484  -0.39
F -11.1475 -1.6685 -4.4098  -0.29
H -5.9780 -2.1581 0.5650  0.43
F 11.2802 -0.0165 2.5554  -0.29
O -2.8178 0.2815 0.7282  -0.20
H 2.8748 -0.1869 0.3927  0.21
C -1.8038 0.7721 1.4552  0.54
F -7.4706 -6.3769 -5.2551  -0.26
F 12.4681 3.8495 6.0653  -0.30
H 1.9933 -4.2950 -0.0224  0.26
F 14.3817 3.7805 10.2801  -0.22
H 3.0489 -0.5226 -1.3621  0.35
F -6.9490 2.6722 0.6532  -0.31
H 9.5711 1.0718 -0.4049  0.28
F 7.2575 1.1134 0.6932  -0.23
H -7.8803 -1.1392 -3.0379  0.27
H 1.5425 2.9656 0.3035  0.44
C -11.2294 -1.3949 -5.7249  0.81
H -5.0514 -5.4499 -8.3576  0.33
H 6.5218 -0.0807 -0.9168  0.39
F -7.8471 -8.6892 -10.5963  -0.26

Forces on atoms 1 to 6 (eV/Å):
F 0.018 -0.151 0.061
C 0.090 0.065 0.760
H -0.076 0.102 0.441
H -0.236 -0.265 -0.159
C -0.361 -0.511 0.806
O -0.051 -0.962 -1.317

***

> Look up the largest force on an atom of the fourth one.

2.208 eV/A

***

> What is the net charge in the third record?

-1

***

> Among the records above, which one has the highest largest force on an atom?

C39H45BFN5O6PtS